Here is a cluster of 7 separate species, C50H82F2N2O20S6 in total in a non-equilibrium geometry from OMol25. Energies are from the ωB97M-V functional and the def2-TZVPD basis.

Structure (XYZ):
```
162
Properties=species:S:1:pos:R:3:forces:R:3
C -3.881624 2.087300 -2.356923 0.735 -0.269 1.020
C -2.796547 2.899011 -3.024334 -1.478 0.636 -0.689
O -3.158392 3.864424 -3.655107 0.567 -0.114 0.207
N -1.342557 2.681199 -2.874034 0.135 0.336 -0.043
C -0.878351 4.013432 -2.552233 -0.334 1.378 1.152
C -1.199096 4.424851 -1.116743 -0.214 -0.221 -1.202
O -0.372220 4.795155 -3.308285 0.257 -0.865 -0.514
C -0.641176 2.018829 -3.980066 0.001 -0.540 0.493
C -1.294142 2.216325 -5.371038 -0.821 1.041 0.073
C -2.537377 1.457004 -5.780023 -0.490 -1.463 -1.776
O -2.518951 0.611818 -6.636760 0.171 0.882 0.940
F -3.765677 1.789110 -5.313229 0.867 0.267 0.352
C 0.882236 2.320270 -4.149590 1.187 -0.512 -0.732
C 1.478251 3.368067 -5.114761 0.810 0.184 -0.858
C 1.362934 3.251141 -6.639693 -0.526 0.651 0.163
F 2.202618 4.235837 -7.154194 0.193 0.049 -0.012
C 1.771557 2.412949 -2.862119 -0.635 0.017 1.057
C 2.291202 3.770095 -2.401399 1.336 1.135 0.222
O 3.255157 4.331184 -2.860659 -0.857 -0.559 -0.281
O 1.711490 4.363932 -1.298412 0.338 -0.868 -0.287
C 1.287071 0.949797 -4.836802 0.076 -0.347 0.105
O 2.349424 0.630230 -5.278669 -0.603 0.359 0.168
O 0.204812 0.082850 -4.869867 -0.172 0.035 -0.285
C -0.520261 0.473545 -3.700639 0.411 -1.199 0.411
O 0.389851 0.132654 -2.657185 -0.419 1.052 0.146
C 0.905874 -1.196916 -2.727860 0.985 -0.477 0.242
C 1.008514 -1.791832 -1.333444 1.124 0.364 0.960
C 2.174854 -1.037976 -0.624268 -0.231 -0.389 -0.512
C 1.363308 -3.300303 -1.272207 -0.454 0.027 -0.225
C 1.032723 -4.196025 -2.477864 -0.070 -0.704 -0.199
C 2.004037 -4.035352 -3.673503 -0.001 0.390 0.800
C -0.450706 -4.191051 -2.920714 0.497 0.611 -0.709
C -1.759564 -0.312935 -3.286328 0.047 0.323 -0.008
C -2.550509 -1.130468 -4.045841 0.416 -0.203 -2.090
C -3.630297 -1.824559 -3.539846 0.011 0.012 0.078
N -3.961058 -1.762008 -2.260938 -0.203 -0.252 -0.441
C -3.158925 -1.004939 -1.535011 -0.979 -0.018 2.663
C -2.089568 -0.273670 -1.937434 0.800 0.388 -0.664
H -4.006786 1.085784 -2.759309 0.032 0.125 -0.127
H -3.612550 1.980452 -1.298482 0.020 -0.206 -0.116
H -4.822889 2.626195 -2.382323 0.102 0.164 -0.401
H -2.190842 4.889157 -1.132601 -0.080 -0.264 0.144
H -0.502408 5.201124 -0.826071 0.098 -0.111 0.097
H -1.153779 3.551695 -0.481077 -0.185 0.160 0.256
H -1.508643 3.289511 -5.454226 -0.156 -0.082 0.183
H -0.636000 2.005275 -6.203348 0.210 -0.346 0.287
H 1.302869 4.413428 -4.871315 -0.478 -0.208 0.281
H 2.562906 3.268296 -4.994269 -0.089 -0.093 0.255
H 1.713223 2.311429 -7.064163 -0.234 -0.167 0.154
H 0.367565 3.530580 -6.991179 0.038 -0.252 -0.182
H 2.638552 1.774636 -3.034239 0.130 0.247 -0.109
H 1.276929 1.983646 -1.986843 -0.202 -0.034 -0.327
H 1.467612 3.692038 -0.646437 -0.404 0.103 -0.033
H 1.944324 -1.091753 -3.075909 -0.129 -0.119 -0.234
H 0.436962 -1.860456 -3.448356 -0.610 0.402 0.116
H 0.140676 -1.603111 -0.702739 -0.432 -0.052 -0.566
H 3.070698 -1.222271 -1.227530 0.090 0.157 0.161
H 2.360825 -1.449291 0.370138 -0.101 0.208 0.075
H 1.994050 0.038256 -0.593911 0.003 -0.027 0.210
H 0.832058 -3.716205 -0.411807 -0.049 0.054 -0.002
H 2.426131 -3.404854 -1.026423 -0.005 -0.039 -0.242
H 1.212853 -5.223354 -2.137331 0.106 0.156 0.259
H 2.972716 -3.730005 -3.264716 0.106 -0.178 -0.230
H 2.127092 -4.984523 -4.192637 -0.050 0.120 -0.200
H 1.699870 -3.247177 -4.364258 -0.046 -0.180 -0.131
H -0.529274 -3.602012 -3.844011 -0.157 -0.032 0.080
H -1.117860 -3.720708 -2.203486 -0.069 -0.266 0.200
H -0.784236 -5.189548 -3.203634 -0.103 -0.018 0.275
H -2.322478 -1.259838 -5.097857 -0.023 0.035 0.008
H -4.220133 -2.439813 -4.206736 -0.100 -0.071 0.083
H -3.389593 -0.944753 -0.457357 -0.083 -0.036 -0.779
H -1.521193 0.311173 -1.233665 -0.032 -0.012 0.134
O -1.637317 2.671393 3.124113 0.030 -0.093 -0.262
S -0.831374 3.815976 2.779414 0.134 0.348 0.277
O -0.215801 3.939506 1.474552 0.060 -0.392 0.291
C -1.768461 5.300844 3.119929 -0.167 0.265 0.150
C -1.439118 5.624233 4.573606 0.092 -0.080 0.063
C 0.071561 5.398261 4.721593 -0.052 0.096 -0.060
C 0.401469 4.057980 4.057418 0.087 0.192 0.143
H -2.826192 5.115976 2.945200 0.046 -0.124 -0.108
H -1.408037 6.081154 2.449333 0.026 -0.050 -0.033
H -1.723715 6.644117 4.828946 -0.016 -0.010 -0.011
H -1.980367 4.946128 5.237709 -0.041 0.014 -0.030
H 0.611832 6.201673 4.216447 0.002 -0.024 -0.008
H 0.380773 5.403325 5.765574 0.033 -0.027 -0.018
H 1.389319 4.061193 3.607227 -0.268 0.022 -0.093
H 0.320775 3.230804 4.758406 -0.045 -0.073 -0.095
O 3.745826 4.387000 3.074274 -0.242 0.122 0.184
S 3.772024 3.152402 3.818338 0.502 -0.522 0.036
O 2.988574 2.974523 5.017123 -0.043 0.257 0.060
C 3.441763 1.801638 2.692836 0.042 -0.237 -0.274
C 4.817840 1.405438 2.167265 0.109 0.090 0.035
C 5.750372 1.419008 3.385757 -0.074 -0.065 -0.022
C 5.479800 2.717390 4.156977 0.378 -0.228 0.001
H 2.758550 2.133196 1.912752 -0.067 0.115 0.115
H 2.990604 0.993603 3.268967 -0.025 0.052 0.046
H 4.793977 0.428783 1.685631 -0.021 0.012 -0.008
H 5.160832 2.136531 1.431395 -0.048 -0.012 -0.020
H 5.529505 0.559983 4.022728 -0.015 0.024 0.010
H 6.796959 1.348412 3.093455 -0.004 0.019 0.015
H 5.607602 2.589027 5.229079 -0.122 0.121 0.027
H 6.107385 3.533756 3.803811 -0.121 0.072 -0.027
O -2.176508 -1.086637 1.407935 0.199 0.016 -0.157
S -2.057981 -2.516355 1.252600 -0.095 -0.527 0.676
O -1.729399 -3.120834 -0.012134 0.075 0.179 -0.203
C -0.947740 -3.143979 2.505413 0.201 0.036 0.272
C -1.841498 -3.430969 3.702179 -0.112 0.024 -0.032
C -3.093970 -4.105306 3.133033 0.074 -0.018 -0.010
C -3.541413 -3.288460 1.913623 -0.265 -0.238 0.206
H -0.178105 -2.402887 2.712879 -0.005 0.047 -0.149
H -0.496254 -4.058830 2.120158 -0.018 0.038 -0.094
H -1.338185 -4.059734 4.431355 -0.064 0.070 -0.001
H -2.115300 -2.495798 4.195669 0.051 -0.008 0.026
H -2.848033 -5.123501 2.822537 -0.002 0.013 -0.013
H -3.889084 -4.173161 3.873942 0.001 0.005 -0.014
H -3.988343 -3.915522 1.145642 0.036 0.158 -0.138
H -4.231736 -2.494425 2.193224 0.075 0.077 -0.065
O -2.945344 -2.245392 -12.247558 0.030 -0.016 -0.168
S -2.546354 -0.861998 -12.188228 -0.002 0.255 0.141
O -2.184953 -0.128120 -13.374014 -0.030 -0.212 -0.141
C -3.791744 0.052002 -11.285571 -0.166 0.094 0.320
C -3.350651 -0.044341 -9.827965 0.074 -0.044 -0.021
C -1.834063 0.176802 -9.835911 0.006 0.027 0.009
C -1.248464 -0.689790 -10.957929 0.192 0.145 0.343
H -4.770900 -0.383182 -11.471703 0.061 -0.061 -0.148
H -3.765288 1.082700 -11.638708 0.029 -0.029 -0.067
H -3.862797 0.687810 -9.206074 0.004 -0.029 0.021
H -3.576563 -1.037713 -9.434099 -0.035 0.017 -0.001
H -1.621013 1.230006 -10.035341 -0.017 -0.012 -0.023
H -1.387286 -0.070558 -8.874773 -0.015 0.009 -0.005
H -0.380077 -0.226816 -11.420030 -0.035 -0.099 -0.146
H -0.991405 -1.686073 -10.602808 -0.077 -0.046 -0.096
O -1.384801 -4.694777 6.739531 0.022 0.202 -0.127
S 0.044605 -4.743171 6.924539 0.381 -0.281 0.388
O 0.913601 -3.698636 6.438506 -0.332 0.166 -0.173
C 0.382381 -5.026659 8.658337 0.003 -0.168 0.301
C 0.400673 -6.545198 8.796792 -0.037 -0.064 -0.108
C 1.180513 -7.065723 7.583314 0.032 0.032 0.078
C 0.645444 -6.334368 6.345999 0.177 -0.372 -0.032
H -0.383500 -4.546410 9.263592 -0.022 0.108 -0.123
H 1.360689 -4.599467 8.879461 -0.010 0.037 -0.055
H 0.858638 -6.854053 9.735028 -0.012 0.017 0.002
H -0.619836 -6.934044 8.775142 -0.004 0.033 0.033
H 2.242099 -6.844862 7.711059 -0.014 0.017 -0.003
H 1.082492 -8.144581 7.473110 0.002 0.012 -0.024
H 1.422195 -6.171797 5.602588 -0.099 0.130 -0.064
H -0.193227 -6.864782 5.898065 -0.065 0.112 0.008
O 2.992332 -0.356542 10.362679 0.178 -0.003 -0.015
S 2.775580 0.090676 9.009311 -0.207 0.038 -0.264
O 3.872217 0.324017 8.104358 0.197 -0.079 0.202
C 1.591217 -1.000518 8.231541 -0.338 -0.049 -0.053
C 0.236542 -0.382289 8.559171 -0.012 0.081 0.058
C 0.406949 1.128958 8.356932 -0.013 -0.050 -0.048
C 1.714040 1.539723 9.045999 -0.325 0.276 -0.074
H 1.709680 -2.008343 8.619599 0.181 0.026 -0.004
H 1.779661 -0.987135 7.159049 0.065 -0.040 0.017
H -0.550479 -0.789553 7.925268 0.021 -0.021 -0.002
H -0.026559 -0.588036 9.599867 0.011 -0.027 -0.011
H 0.469156 1.347876 7.288720 0.029 -0.019 0.002
H -0.438823 1.687569 8.756103 0.015 0.010 0.003
H 2.210012 2.356369 8.526730 0.147 -0.062 0.048
H 1.551839 1.807587 10.088537 0.094 -0.093 0.032
```
Forces are in eV/Å.

SMILES: CC(=O)N(C(C)=O)[C@@]1(CC(=O)F)[C@@](CCF)(CC(=O)O)C(=O)O[C@]1(OC[C@H](C)CC(C)C)c1ccncc1.O=S1(=O)CCCC1.O=S1(=O)CCCC1.O=S1(=O)CCCC1.O=S1(=O)CCCC1.O=S1(=O)CCCC1.O=S1(=O)CCCC1
2S+1: 1
LUMO energy (hartree): -0.0018
M (g/mol): 1261.598
Frontier orbital gap (eV): 9.65

Atom charges from the Löwdin analysis, given in e for atoms 1 to 8:
1. C 0.03
2. C -0.40
3. O 0.13
4. N 0.11
5. C -0.44
6. C 0.01
7. O 0.15
8. C -0.19